This record from OMol25 describes a molecular structure, C39H20Cl2N11O7Zr at a distorted geometry. The level of theory is ωB97M-V with the def2-TZVPD basis set.

The HOMO energy (alpha / beta) is -9.37 / -9.37 eV. Its HOMO-LUMO gap (alpha / beta) is 3.951 / 3.959 eV. The value obtained for the LUMO energy (alpha / beta) is -5.423 / -5.414 eV. Its largest force on an atom is 2.512 eV Å⁻¹. For the relative energy (zero: lowest compared OMol25 entry of this formula, charge and spin), the calculation gives 23.3 kcal per mole. The spin multiplicity is 1. For the calculated total energy, the calculation gives -3594.3947 Ha. As for the total charge: +1.

Positions of all 80 atoms, in Å:
Zr 0.201 0.124 -0.499
C -4.488 4.748 -1.666
C -5.107 4.184 -0.549
C -4.612 3.034 0.047
C -3.479 2.466 -0.507
C -2.676 1.316 -0.126
N -1.604 1.198 -0.989
C -1.703 2.195 -1.925
N -0.898 2.405 -2.948
C 0.095 1.600 -3.268
C 0.907 1.767 -4.459
C 0.887 2.711 -5.473
C 1.781 2.543 -6.519
C 2.663 1.461 -6.552
C 2.678 0.509 -5.542
C 1.791 0.680 -4.494
C 1.474 -0.144 -3.337
N 1.969 -1.340 -3.149
C 1.583 -2.158 -2.182
N 0.771 -1.860 -1.125
C 0.751 -2.958 -0.285
N 0.120 -3.045 0.873
C -0.758 -2.159 1.280
N -1.252 -1.104 0.532
C -2.238 -0.502 1.255
N -2.940 0.568 0.911
C -2.406 -1.186 2.523
C -3.266 -0.965 3.587
C -3.131 -1.784 4.696
C -2.175 -2.804 4.731
C -1.329 -3.043 3.659
C -1.450 -2.214 2.554
C 1.477 -4.049 -0.901
C 1.648 -5.379 -0.551
C 2.365 -6.180 -1.424
C 2.907 -5.668 -2.607
C 2.740 -4.340 -2.960
C 2.008 -3.540 -2.095
N 0.473 0.458 -2.605
C -2.865 3.023 -1.639
C -3.358 4.174 -2.231
H -4.893 5.656 -2.092
H -5.983 4.663 -0.132
H -5.080 2.596 0.919
H 0.195 3.542 -5.445
H 1.787 3.254 -7.334
H 3.340 1.357 -7.389
H 3.351 -0.337 -5.567
H -4.013 -0.183 3.541
H -3.779 -1.639 5.550
H -2.097 -3.423 5.615
H -0.604 -3.845 3.676
H 1.231 -5.772 0.366
H 2.505 -7.227 -1.192
H 3.458 -6.328 -3.264
H 3.150 -3.934 -3.875
H -2.867 4.608 -3.092
O 3.049 -0.187 6.800
N 3.422 -0.485 5.686
O 4.472 -1.026 5.404
C 2.514 -0.178 4.573
C 1.353 0.537 4.815
C 0.540 0.909 3.766
C 0.865 0.582 2.416
O 0.146 0.899 1.394
C 2.036 -0.222 2.255
C 2.848 -0.599 3.304
N 2.327 -0.647 0.936
O 2.177 0.217 -0.027
O 2.727 -1.764 0.718
N -0.713 1.592 4.094
O -1.187 2.369 3.285
O -1.155 1.403 5.207
H 1.088 0.808 5.827
H 3.743 -1.186 3.148
Cl 1.035 2.792 -0.520
C -0.047 3.818 0.482
Cl 0.684 5.386 0.760
H -0.208 3.300 1.418
H -0.972 3.954 -0.066

---

This record from OMol25 describes a molecular structure, C39H23IrN5O3PS2. The level of theory is ωB97M-V with the def2-TZVPD basis set.

The HOMO energy is -7.22 eV. Its HOMO-LUMO gap is 5.408 eV. The value obtained for the LUMO energy is -1.812 eV. Its largest force on an atom is 0.807 eV Å⁻¹. For the relative energy (zero: lowest compared OMol25 entry of this formula, charge and spin), the calculation gives 15.9 kcal per mole. The spin multiplicity is 1. For the calculated total energy, the calculation gives -3241.6084 Ha.

Positions of all 74 atoms, in Å:
Ir 0.680 -1.147 0.366
S 2.915 -0.789 -0.299
C 2.831 -1.607 -1.860
C 3.648 -1.182 -2.896
C 3.608 -1.800 -4.145
C 4.433 -1.293 -5.204
N 5.107 -0.864 -6.031
C 2.741 -2.875 -4.349
C 1.931 -3.315 -3.305
C 1.953 -2.692 -2.065
S 0.959 -3.257 -0.736
C 2.649 -3.517 -5.631
N 2.559 -4.045 -6.647
H 4.325 -0.351 -2.741
H 1.263 -4.149 -3.471
O 1.294 -3.181 2.371
C 0.954 -2.039 2.155
C 0.462 -1.235 3.371
C 0.262 -1.867 4.594
C -0.242 -1.150 5.667
C -0.546 0.202 5.532
C -0.328 0.845 4.323
C 0.178 0.122 3.248
P 0.568 0.777 1.613
C -0.747 1.986 1.250
C -2.058 1.503 1.287
C -3.125 2.327 0.977
C -2.896 3.651 0.618
C -1.602 4.144 0.599
C -0.529 3.319 0.920
C 2.085 1.749 1.818
C 2.662 2.357 0.703
C 3.848 3.061 0.820
C 4.483 3.149 2.052
C 3.930 2.526 3.160
C 2.736 1.827 3.045
H 0.506 -2.918 4.678
H -0.407 -1.643 6.616
H -0.950 0.754 6.371
H -0.553 1.900 4.213
H -2.239 0.479 1.591
H -4.137 1.942 1.022
H -3.727 4.298 0.371
H -1.420 5.180 0.341
H 0.474 3.724 0.919
H 2.190 2.267 -0.269
H 4.285 3.527 -0.054
H 5.415 3.691 2.143
H 4.428 2.578 4.119
H 2.323 1.338 3.918
O -6.232 -1.403 -1.376
N -5.535 -1.032 -2.299
O -5.927 -0.856 -3.431
C -4.085 -0.863 -2.047
C -3.437 -0.056 -2.907
C -2.051 0.233 -2.731
C -1.333 1.072 -3.601
C -0.003 1.293 -3.363
C 0.605 0.661 -2.272
N -0.055 -0.128 -1.448
C -1.374 -0.336 -1.652
C -2.079 -1.183 -0.723
N -1.373 -1.660 0.337
C -1.946 -2.523 1.158
C -3.267 -2.937 0.987
C -4.019 -2.418 -0.032
C -3.434 -1.493 -0.920
H -3.978 0.381 -3.735
H -1.836 1.522 -4.447
H 0.590 1.926 -4.009
H 1.664 0.771 -2.063
H -1.341 -2.901 1.969
H -3.685 -3.661 1.672
H -5.047 -2.714 -0.156